one) 8
Properties=species:S:1:pos:R:3:nbo_charge:R:1 method="wB97M-V/def2-TZVPD" homo_lumo_gap_ev=11.05 smiles="FC(F)=N/N=C(/F)Br" spin_multiplicity=1
F 1.09325 -1.32577 2.05897 -0.268
C 0.44554 -0.92921 1.02000 0.932
F -0.80883 -1.36683 1.02945 -0.297
N 1.05869 -0.32249 0.12319 -0.361
N 0.53406 -0.04138 -1.13216 -0.291
C -0.35497 0.85048 -1.16234 0.548
F -0.89861 1.31270 -2.27106 -0.286
Br -1.06913 1.82250 0.33395 0.023

two) 8
Properties=species:S:1:pos:R:3:nbo_charge:R:1 method="wB97M-V/def2-TZVPD" homo_lumo_gap_ev=10.15 smiles="FC(F)=C(F)Br.N#N" spin_multiplicity=1
F 2.11546 -0.43954 -1.34478 -0.293
C 0.80283 -0.26862 -1.34996 0.662
F 0.33715 0.07844 -2.55163 -0.280
C 0.14559 -0.61965 -0.18924 0.088
F -1.16801 -0.53757 -0.04330 -0.307
Br 0.93325 -0.61127 1.44738 0.130
N -1.32696 1.55401 1.68174 -0.007
N -1.83932 0.84420 2.34979 0.006

Order of stability, best first: two), one)